Molecular formula: C30H77N5O11
Method: DFT, the ωB97M-V functional and the def2-TZVPD basis

Structure (XYZ):
```
123
Properties=species:S:1:pos:R:3:mulliken_charge:R:1
C -25.36 14.25 14.63 -0.3930
O -26.13 13.80 15.77 -0.1974
C -26.13 14.72 16.93 -0.6734
C -27.30 14.26 17.89 -0.7382
N -28.59 14.48 17.25 -0.4093
C -29.74 13.90 17.95 -0.6373
C -31.04 14.13 17.13 -0.6086
O -30.98 13.48 15.83 -0.2730
C -32.14 13.65 15.02 -0.7746
H -25.70 15.22 14.26 0.4252
H -25.48 13.59 13.77 -0.0044
H -24.32 14.22 14.95 0.0723
H -26.34 15.72 16.56 0.5847
H -25.14 14.74 17.37 0.3672
H -27.25 14.73 18.87 0.3966
H -27.18 13.19 18.05 0.3240
H -28.52 14.05 16.34 0.3078
H -29.73 14.31 18.95 0.3793
H -29.56 12.82 17.96 0.3238
H -31.18 15.20 16.97 0.3394
H -31.87 13.81 17.77 0.4379
H -33.01 13.16 15.47 0.2959
H -31.93 13.20 14.05 0.2511
H -32.44 14.65 14.69 0.3117
C -25.59 10.21 16.82 -0.6625
O -24.39 10.90 16.90 -0.3850
C -24.12 11.62 18.13 -0.7535
C -22.74 12.32 18.06 0.0046
N -22.84 13.40 17.07 0.3955
C -21.55 14.02 16.95 -0.0804
C -21.31 14.45 15.50 -1.0118
O -21.33 13.25 14.67 -0.1074
C -20.79 13.46 13.34 -1.0725
H -25.75 9.65 17.74 0.3839
H -25.65 9.46 16.03 0.0212
H -26.31 11.00 16.59 0.1586
H -24.07 10.98 19.00 0.4561
H -25.00 12.24 18.24 0.1049
H -22.01 11.56 17.79 0.0084
H -22.48 12.57 19.09 0.2932
H -23.07 13.09 16.14 -1.0222
H -20.85 13.20 17.13 -0.0603
H -21.49 14.83 17.67 0.4333
H -20.36 14.97 15.54 0.5609
H -22.03 15.21 15.19 0.3943
H -19.83 13.98 13.37 0.3511
H -21.41 14.18 12.81 0.3244
H -20.84 12.55 12.75 0.2709
C -24.42 11.79 11.10 -0.3242
O -24.80 12.73 10.05 -0.3396
C -23.81 13.70 9.79 -0.4031
C -24.16 14.11 8.29 -0.7733
N -25.21 15.16 8.32 -0.4033
C -25.75 15.32 6.97 -0.7477
C -26.71 16.50 6.92 -0.6099
O -27.92 16.19 7.54 -0.3003
C -28.68 17.36 7.70 -0.7795
H -24.64 12.23 12.08 -0.0634
H -23.37 11.52 11.01 0.3286
H -24.94 10.84 11.01 0.2400
H -22.80 13.31 9.69 0.3838
H -23.87 14.52 10.51 0.2757
H -24.40 13.19 7.76 0.3029
H -23.27 14.49 7.78 0.4653
H -25.99 14.76 8.81 0.2617
H -26.27 14.42 6.63 0.3661
H -24.91 15.39 6.28 0.4639
H -26.96 16.61 5.87 0.3685
H -26.28 17.43 7.28 0.3887
H -28.12 18.14 8.21 0.3311
H -29.52 17.21 8.39 0.2783
H -29.11 17.73 6.77 0.2904
C -24.43 8.23 13.56 -0.5014
O -25.42 7.46 14.35 -0.3543
C -26.53 7.12 13.50 -0.6086
C -27.67 6.33 14.18 -0.6832
N -27.22 5.10 14.84 -0.4022
C -28.09 4.59 15.84 -0.6605
C -27.52 3.37 16.61 -0.6693
O -26.61 3.87 17.55 -0.2851
C -25.95 2.87 18.33 -0.7869
H -23.67 8.49 14.29 0.0169
H -24.89 9.20 13.37 0.2415
H -24.10 7.68 12.68 0.4289
H -26.17 6.46 12.72 0.4428
H -27.00 7.97 13.01 0.3893
H -28.40 6.13 13.40 0.3132
H -28.07 7.05 14.90 0.3678
H -26.35 5.35 15.29 0.2597
H -29.02 4.27 15.38 0.4289
H -28.35 5.33 16.60 0.3661
H -27.05 2.69 15.90 0.3393
H -28.30 2.80 17.12 0.4898
H -25.15 2.35 17.81 0.3163
H -26.61 2.08 18.68 0.2959
H -25.41 3.29 19.18 0.2533
C -20.85 9.56 15.63 -0.9009
O -19.84 10.04 16.50 -0.1554
C -18.92 9.00 16.91 -0.6754
C -17.80 9.61 17.78 -0.7104
N -18.38 10.32 18.85 -0.2878
C -17.43 10.87 19.74 -0.6075
C -18.07 12.11 20.36 -0.6930
O -18.25 13.10 19.30 -0.3722
C -19.22 14.08 19.61 -0.4126
H -21.64 9.08 16.21 0.3204
H -20.45 8.81 14.94 0.5179
H -21.34 10.35 15.07 0.0576
H -18.52 8.51 16.02 0.4116
H -19.56 8.32 17.48 0.3662
H -17.24 10.34 17.19 0.3889
H -17.15 8.83 18.17 0.4083
H -18.81 11.15 18.45 0.2234
H -16.51 11.16 19.24 0.3582
H -17.10 10.26 20.58 0.3938
H -17.50 12.51 21.20 0.4298
H -19.08 12.01 20.77 0.3687
H -20.19 13.58 19.68 0.0299
H -19.24 14.81 18.80 0.2083
H -19.06 14.60 20.55 0.3909
O -23.55 11.65 14.46 0.3485
H -23.88 11.41 15.32 0.3097
H -22.75 12.14 14.63 0.1706
```

LUMO in eV: 0.8
Spin multiplicity: 1



Molecular formula: C3H5BrN2
Method: DFT, the ωB97M-V functional and the def2-TZVPD basis

Structure (XYZ):
```
11
Properties=species:S:1:pos:R:3:mulliken_charge:R:1
H 1.24 2.20 -1.76 0.2555
N 1.14 1.69 -0.90 -0.5181
C 0.24 0.86 -0.93 -0.0226
C 0.00 0.24 0.39 -0.1903
Br -1.57 1.09 1.30 -0.1220
C -0.34 -1.22 0.43 -0.0420
N 0.34 -2.06 1.03 -0.5282
H -0.12 -2.91 1.29 0.2648
H -0.50 0.62 -1.76 0.2907
H 0.85 0.71 0.99 0.3068
H -1.30 -1.23 -0.08 0.3053
```

LUMO in eV: 0.1
Spin multiplicity: 1



Sequential E_HOMO output: -8.42; -10.04 eV
Sequential energy above the lowest of the compared OMol25 structures with the same formula, charge and spin output: 44.4; 8.7 kcal per mole
Sequential orbital gap output: 0.3373; 0.3710 hartree